1.
95
Properties=species:S:1:pos:R:3 method="wB97M-V/def2-TZVPD" homo_lumo_gap_ha=0.26527 charge=+1 e_tot_ev=-76708.33664 e_homo_ev=-11.037
C 6.906 0.356 4.756
C 6.325 0.836 3.786
C 5.123 1.202 2.880
N 4.765 0.693 1.617
C 3.563 1.316 1.194
N 3.227 2.184 2.235
N 2.113 3.019 2.340
C 1.179 2.501 3.091
C 1.108 1.003 3.580
C -0.007 3.445 3.555
C 4.146 2.230 3.347
N 4.080 3.017 4.546
H 7.502 -0.207 5.527
H 5.269 -0.027 1.092
H 2.982 1.170 0.240
H 0.466 1.006 4.523
H 2.115 0.588 3.917
H 0.631 0.322 2.821
H -0.006 4.436 2.996
H -0.977 2.874 3.379
H 0.103 3.612 4.679
H 4.770 3.775 4.503
H 4.276 2.363 5.315
C 4.981 2.039 -1.927
C 5.577 2.880 -2.770
C 5.298 2.835 -4.224
O 5.841 3.600 -4.993
C 4.332 1.820 -4.701
C 3.738 0.980 -3.855
C 4.016 1.026 -2.407
O 3.466 0.252 -1.630
H 5.174 2.058 -0.862
H 6.284 3.628 -2.436
H 4.140 1.801 -5.763
H 3.029 0.232 -4.188
C 1.081 -4.493 0.909
C 0.418 -3.836 1.862
C 0.429 -2.357 1.923
O -0.174 -1.755 2.794
C 1.204 -1.637 0.885
C 1.866 -2.294 -0.066
C 1.854 -3.774 -0.127
O 2.456 -4.372 -0.995
H 1.085 -5.574 0.849
H -0.155 -4.350 2.629
H 1.201 -0.556 0.943
H 2.437 -1.782 -0.832
C -3.873 -3.839 4.037
C -5.182 -4.082 3.986
C -5.701 -5.398 3.552
O -6.894 -5.619 3.502
C -4.712 -6.434 3.180
C -3.403 -6.190 3.232
C -2.884 -4.875 3.666
O -1.689 -4.651 3.716
H -3.475 -2.883 4.351
H -5.919 -3.336 4.255
H -5.110 -7.390 2.866
H -2.666 -6.936 2.963
C 3.210 7.018 -1.444
C 2.171 7.760 -1.827
C 1.950 8.093 -3.253
O 1.005 8.770 -3.602
C 2.925 7.570 -4.235
C 3.964 6.828 -3.852
C 4.185 6.496 -2.427
O 5.132 5.816 -2.078
H 3.388 6.765 -0.407
H 1.448 8.150 -1.122
H 2.748 7.823 -5.273
H 4.688 6.438 -4.557
C 0.165 3.252 -5.404
C -0.872 3.999 -5.781
C -1.097 4.338 -7.204
O -2.039 5.020 -7.548
C -0.126 3.814 -8.192
C 0.911 3.067 -7.814
C 1.134 2.729 -6.391
O 2.081 2.044 -6.045
H 0.345 2.995 -4.368
H -1.591 4.390 -5.071
H -0.306 4.071 -9.228
H 1.630 2.676 -8.522
C -10.092 -7.922 3.509
C -9.485 -7.080 2.672
C -9.746 -7.126 1.216
O -9.191 -6.360 0.451
C -10.706 -8.140 0.725
C -11.312 -8.981 1.562
C -11.052 -8.936 3.018
O -11.605 -9.702 3.782
H -9.913 -7.904 4.576
H -8.780 -6.332 3.014
H -10.885 -8.158 -0.343
H -12.016 -9.729 1.220



2.
102
Properties=species:S:1:pos:R:3 method="wB97M-V/def2-TZVPD" de_lowest_ev=0.000 homo_lumo_gap_ha=0.23023 charge=-2 e_tot_ev=-171582.20487 e_homo_ev=-2.561
Ba -0.534 0.560 -0.020
O -1.594 -1.359 -6.129
C -1.639 -0.975 -4.822
C -1.799 0.353 -4.456
C -1.809 0.658 -3.108
N -1.695 -0.275 -2.165
C -1.521 -1.549 -2.523
C -1.504 -1.949 -3.846
C -1.271 -2.562 -1.400
O -1.283 -3.755 -1.703
O -1.052 -2.061 -0.248
C -1.867 2.121 -2.646
O -2.154 2.966 -3.515
O -1.561 2.338 -1.442
H -1.598 -0.567 -6.677
H -1.884 1.155 -5.179
H -1.347 -2.989 -4.092
O 1.500 -0.267 -3.655
C 2.210 -1.406 -3.571
C 2.498 -2.097 -4.750
C 3.233 -3.268 -4.718
C 3.692 -3.772 -3.507
C 3.398 -3.086 -2.337
C 2.662 -1.908 -2.338
C 2.392 -1.154 -1.030
O 1.420 -0.200 -1.179
N 2.021 -2.094 0.037
N 2.445 -1.654 1.240
C 1.947 -2.052 2.350
C 0.889 -3.036 2.621
Br 0.146 -2.766 4.370
C 0.447 -4.023 1.841
C -0.603 -5.023 2.129
C -0.638 -5.754 3.317
C -1.632 -6.695 3.537
C -2.605 -6.921 2.572
C -2.563 -6.213 1.379
C -1.564 -5.278 1.150
H 1.354 -0.013 -2.683
H 2.120 -1.691 -5.680
H 3.441 -3.795 -5.642
H 4.261 -4.693 -3.472
H 3.731 -3.474 -1.381
H 3.346 -0.730 -0.676
H 1.029 -2.337 -0.030
H 2.377 -1.585 3.228
H 0.890 -4.095 0.855
H 0.119 -5.582 4.070
H -1.646 -7.253 4.466
H -3.386 -7.652 2.748
H -3.310 -6.388 0.614
H -1.519 -4.741 0.206
O 3.420 4.295 7.613
C 3.338 4.430 6.253
O 3.993 5.298 5.732
C 2.451 3.488 5.546
C 2.447 3.496 4.146
C 1.647 2.638 3.425
C 0.783 1.718 4.059
S -0.247 0.636 3.198
C 0.797 1.720 5.472
C 1.604 2.576 6.187
H 2.893 3.534 7.880
H 3.098 4.194 3.637
H 1.678 2.662 2.341
H 0.144 1.028 5.987
H 1.534 2.524 7.272
O -1.994 5.569 -4.416
C -0.765 5.202 -4.972
N 0.063 4.583 -3.966
C 1.386 4.425 -4.145
O 1.998 4.886 -5.105
C 2.071 3.609 -3.096
C 3.166 2.839 -3.455
C 3.789 2.075 -2.490
C 3.304 2.129 -1.192
N 2.272 2.881 -0.822
C 1.661 3.594 -1.764
H -2.361 4.761 -4.022
H -0.263 6.096 -5.335
H -0.907 4.511 -5.812
H -0.433 3.962 -3.337
H 3.497 2.840 -4.485
H 4.621 1.427 -2.733
H 3.762 1.538 -0.408
H 0.814 4.190 -1.439
N -2.679 -2.278 2.001
C -3.194 -1.072 2.304
N -3.049 0.002 1.592
C -3.728 1.068 2.150
C -3.760 2.358 1.626
C -4.461 3.340 2.304
C -5.129 3.058 3.496
C -5.104 1.778 4.029
C -4.405 0.795 3.347
S -4.184 -0.884 3.756
H -2.032 -2.321 1.205
H -2.525 -2.932 2.749
H -3.242 2.576 0.699
H -4.483 4.346 1.905
H -5.665 3.843 4.014
H -5.614 1.554 4.958



Short version: largest force on an atom = 5.67 2.24 eV/A, in the order given.